Record 1
Computed, not measured: a structure of composition C21H22MgN5O4, with ωB97M-V/def2-TZVPD.

Positions of all 53 atoms, in Å:
Mg: 0.18514 0.29934 1.22599
O: 1.41076 4.09291 2.17874
C: 1.25770 2.90497 2.02136
N: 0.12423 2.14797 2.06611
C: -1.10028 2.67165 2.35328
O: -1.42220 3.80365 2.62609
C: -2.18293 1.59095 2.33874
C: -3.46006 1.92900 2.75558
C: -4.44532 0.95925 2.75870
C: -4.12844 -0.32097 2.32634
C: -2.83540 -0.57031 1.91340
N: -1.86675 0.35035 1.92805
C: 2.48451 2.03553 1.75802
C: 3.74259 2.60549 1.85977
C: 4.85678 1.80807 1.67207
C: 4.67887 0.46235 1.38323
C: 3.38938 -0.02124 1.28356
N: 2.30486 0.73735 1.46534
H: -3.63720 2.94918 3.06451
H: -5.44909 1.19679 3.08502
H: -4.86735 -1.10893 2.29849
H: -2.56900 -1.54956 1.52751
H: 3.80611 3.65930 2.09037
H: 5.85168 2.22564 1.75171
H: 5.51897 -0.20052 1.23308
H: 3.21670 -1.06470 1.04116
O: -1.42821 -1.27615 -1.53606
C: -0.63194 -0.30419 -1.72569
O: -0.01151 0.27738 -0.78780
C: -0.39946 0.17754 -3.11483
C: 0.56886 1.14601 -3.36507
C: 0.78979 1.58257 -4.66106
C: 0.03962 1.06136 -5.70694
C: -0.93477 0.10305 -5.45920
C: -1.15335 -0.33994 -4.16517
H: 1.13764 1.55445 -2.54135
H: 1.54189 2.33556 -4.85473
H: 0.20943 1.40916 -6.71757
H: -1.52812 -0.29092 -6.27343
H: -1.92231 -1.07131 -3.95626
N: -0.61821 -3.72934 -1.23032
C: -0.24749 -3.78256 0.23061
C: 0.35335 -2.41732 0.53877
N: 0.43567 -1.92779 1.91616
H: -1.30929 -4.43848 -1.46772
H: 0.19552 -3.89859 -1.82018
H: -1.00962 -2.73159 -1.48109
H: 0.41257 -4.63056 0.40297
H: -1.17133 -3.94027 0.78587
H: -0.32111 -1.73749 0.01600
H: 1.33818 -2.30925 0.07965
H: 1.21276 -2.30404 2.44612
H: -0.41283 -2.11079 2.44213

As for the total charge: +1. The orbital gap is 8.40 eV. The lowest unoccupied orbital energy is -3.0 eV. The energy is -1588.2659 a.u. Its HOMO energy is -0.4173 hartree.

---

Record 2
Computed, not measured: the molecule C21H22N2O4, with ωB97M-V/def2-TZVPD.

Positions of all 49 atoms, in Å:
C: -5.00382 -1.02358 2.47846
O: -5.67521 0.00423 1.79215
C: -5.48800 0.21160 0.46577
C: -6.19952 1.31027 -0.03364
C: -6.08474 1.70461 -1.34633
C: -5.23570 1.01688 -2.20242
C: -4.52496 -0.06153 -1.72275
C: -4.64072 -0.49233 -0.39754
C: -3.89680 -1.74613 -0.06500
O: -4.47116 -2.77799 0.23374
C: -2.43579 -1.69252 -0.18498
C: -1.73743 -0.55465 -0.32806
C: -0.30254 -0.42656 -0.42330
C: 0.26640 0.85028 -0.58943
C: 1.61967 1.03960 -0.65156
C: 2.53063 -0.03642 -0.55152
N: 3.86202 0.17110 -0.44580
C: 4.73786 -0.70969 0.29688
C: 5.74097 0.10682 1.12302
C: 5.08001 1.39562 1.60315
C: 4.77070 2.29381 0.39947
C: 4.49159 1.41263 -0.82775
C: 1.94700 -1.32892 -0.50096
N: 2.70536 -2.52139 -0.70647
O: 2.29341 -3.55467 -0.21177
O: 3.69221 -2.45401 -1.42152
C: 0.57213 -1.50388 -0.39772
H: -5.23658 -0.86715 3.53151
H: -5.34846 -2.01380 2.16879
H: -3.91969 -0.96271 2.33262
H: -6.84518 1.83424 0.65355
H: -6.65207 2.55012 -1.70501
H: -5.13487 1.31752 -3.23383
H: -3.87319 -0.61469 -2.38411
H: -1.94957 -2.65402 -0.10046
H: -2.28025 0.38219 -0.38001
H: -0.38784 1.70829 -0.64724
H: 1.99513 2.04614 -0.73406
H: 5.26447 -1.39493 -0.38113
H: 4.12564 -1.31363 0.97425
H: 6.06672 -0.49666 1.97007
H: 6.62518 0.34939 0.53226
H: 5.72723 1.91770 2.30763
H: 4.15467 1.14340 2.12585
H: 3.91142 2.92711 0.62337
H: 5.61728 2.94548 0.18122
H: 5.43629 1.14788 -1.31246
H: 3.88406 1.93221 -1.56775
H: 0.20609 -2.51724 -0.33917

As for the total charge: 0. The orbital gap is 7.73 eV. The lowest unoccupied orbital energy is -0.3 eV. The energy is -1223.7683 a.u. As for the SMILES: COc1ccccc1C(=O)/C=C/c1ccc(N2CCCCC2)c([N+](=O)[O-])c1. Its HOMO energy is -0.2964 hartree.

---

Record 3
Computed, not measured: the molecule C21H22N2O6, with ωB97M-V/def2-TZVPD.

Positions of all 51 atoms, in Å:
C: -2.84046 -2.98447 -1.66370
O: -3.89537 -2.20405 -1.15236
C: -3.59889 -0.99394 -0.58678
C: -2.29235 -0.53596 -0.44765
C: -2.03266 0.67664 0.16778
N: -0.73064 1.16527 0.33989
C: 0.45029 0.61689 -0.05705
O: 0.56083 -0.41325 -0.68039
C: 1.64971 1.48217 0.34516
C: 2.90094 0.67538 0.35670
C: 3.13977 -0.47960 1.09028
C: 2.24293 -1.12954 2.03225
O: 2.39831 -2.21701 2.54488
O: 1.15923 -0.38301 2.33172
N: 4.38933 -0.97495 0.77562
C: 5.03491 -2.14589 1.30466
C: 4.95839 -0.15181 -0.14208
C: 6.20912 -0.22328 -0.75450
C: 6.53257 0.75584 -1.66374
C: 5.64230 1.79440 -1.96990
C: 4.40993 1.87694 -1.37140
C: 4.04991 0.89644 -0.44017
C: -3.08271 1.45214 0.65160
C: -4.38921 1.01855 0.49863
O: -5.48579 1.70922 0.91790
C: -5.29613 2.93873 1.56878
C: -4.66736 -0.21104 -0.12890
O: -5.99442 -0.53932 -0.18610
C: -6.46849 -1.31898 -1.26117
H: -3.31465 -3.87260 -2.07951
H: -2.29543 -2.45953 -2.45362
H: -2.14069 -3.28199 -0.87738
H: -1.46196 -1.11788 -0.80250
H: -0.68114 2.03632 0.84887
H: 1.46726 1.91923 1.32920
H: 1.74523 2.28736 -0.38687
H: 0.58636 -0.89638 2.92298
H: 5.93506 -1.86380 1.85671
H: 5.31688 -2.81357 0.48816
H: 4.35096 -2.66599 1.96930
H: 6.89977 -1.01978 -0.52411
H: 7.49297 0.72874 -2.15689
H: 5.94031 2.53983 -2.69226
H: 3.73139 2.68111 -1.61460
H: -2.86657 2.39304 1.13274
H: -6.29479 3.29715 1.81340
H: -4.71931 2.82377 2.49297
H: -4.80092 3.66979 0.91990
H: -7.55113 -1.19144 -1.25266
H: -6.06957 -0.96977 -2.21726
H: -6.22398 -2.37616 -1.13650

As for the total charge: 0. The orbital gap is 7.87 eV. The lowest unoccupied orbital energy is 0.3 eV. The energy is -1374.3950 a.u. As for the SMILES: COc1cc(NC(=O)Cc2c(C(=O)O)n(C)c3ccccc23)cc(OC)c1OC. Its HOMO energy is -0.2789 hartree.

---

Record 4
Computed, not measured: a cluster of 2 separate species, C21H22N3 in total, with ωB97M-V/def2-TZVPD.

Positions of all 46 atoms, in Å:
C: -3.75533 -1.52733 -0.54404
C: -2.76309 -0.60064 -1.09765
N: -3.10466 0.48551 -1.84913
C: -1.96355 1.15170 -2.30682
C: -0.83751 0.47941 -1.76338
C: 0.42810 1.08120 -1.80365
C: 0.56393 2.31955 -2.45150
C: -0.56830 2.98466 -2.95153
C: -1.86290 2.43816 -2.83203
C: -1.35373 -0.59118 -0.92415
C: -0.58173 -1.26242 0.05436
C: 0.77213 -1.65677 -0.21641
C: 1.38855 -1.77548 -1.50486
C: 2.76354 -2.01182 -1.60476
C: 3.53076 -2.21638 -0.44721
C: 5.03576 -2.31136 -0.52809
C: 2.89801 -2.31436 0.79979
C: 1.52685 -2.11878 0.89027
H: -3.23493 -2.38601 -0.10132
H: -4.37178 -1.04738 0.23049
H: -4.43971 -1.90894 -1.31582
H: -4.07834 0.77600 -1.99997
H: 1.27902 0.58159 -1.34824
H: 1.55714 2.77625 -2.54369
H: -0.44469 3.95630 -3.43201
H: -2.78128 2.95647 -3.11642
H: -1.12521 -1.84062 0.79861
H: 0.82448 -1.68325 -2.44488
H: 3.28719 -2.02418 -2.56924
H: 5.46822 -2.55470 0.45410
H: 5.36744 -3.08157 -1.23933
H: 5.47196 -1.35729 -0.85986
H: 3.45306 -2.51042 1.72059
H: 0.97794 -2.28649 1.82141
C: -1.55509 2.59733 4.23438
C: -1.03213 1.71596 3.17931
C: -1.63983 0.87873 2.24364
N: -0.66671 0.11571 1.60172
C: 0.50547 0.59793 1.98803
N: 0.30962 1.52335 2.98214
H: -2.64481 2.62058 4.21615
H: -1.25208 2.27546 5.23897
H: -1.19784 3.63031 4.14965
H: -2.69789 0.79795 2.02914
H: 1.50117 0.36250 1.64160
H: 1.04281 1.96479 3.52162

As for the total charge: +1. The orbital gap is 7.25 eV. The lowest unoccupied orbital energy is -3.6 eV. The energy is -977.4627 a.u. Its HOMO energy is -0.3998 hartree.

---

Question: The highest lowest unoccupied orbital energy belongs to which entry?
Answer: C21H22N2O6

---

Question: The highest energy belongs to which entry?
Answer: C21H22N3